{"formula": "C32H48F6MnO24P", "method": "ωB97M-V/def2-TZVPD", "e_tot_ev": -140017.275, "orbital_gap_ev": [4.06, 10.38], "homo_ev": [-3.82, -10.24], "spin_multiplicity": 7, "s2": 12.002, "elements": ["Mn", "P", "F", "F", "F", "F", "F", "F", "C", "C", "C", "O", "C", "O", "O", "H", "H", "H", "H", "H", "H", "C", "C", "C", "O", "C", "O", "O", "H", "H", "H", "H", "H", "H", "C", "C", "C", "O", "C", "O", "O", "H", "H", "H", "H", "H", "H", "C", "C", "C", "O", "C", "O", "O", "H", "H", "H", "H", "H", "H", "C", "C", "C", "O", "C", "O", "O", "H", "H", "H", "H", "H", "H", "C", "C", "C", "O", "C", "O", "O", "H", "H", "H", "H", "H", "H", "C", "C", "C", "O", "C", "O", "O", "H", "H", "H", "H", "H", "H", "C", "C", "C", "O", "C", "O", "O", "H", "H", "H", "H", "H", "H"], "positions_angstrom": [[0.015209, 1.220013, 1.812430], [0.328988, -0.881225, -0.416450], [-0.628033, -0.856194, 0.973548], [-1.013969, -0.941332, -1.302525], [0.096096, 0.785896, -0.538124], [1.235831, -0.787323, -1.677041], [1.471655, -0.422128, 0.663588], [0.592114, -2.483185, -0.076181], [-8.208371, 0.533370, -2.321495], [-6.873252, 0.840106, -1.527850], [-6.851263, 0.527705, -0.011091], [-5.702877, -0.318811, 0.158162], [-5.055570, -0.402688, -1.097422], [-4.011709, -0.891370, -1.303981], [-5.826595, 0.173076, -2.101610], [-8.316837, 0.890232, -3.345698], [-8.983125, 1.156339, -1.874542], [-8.398842, -0.539723, -2.304262], [-6.565512, 1.879257, -1.644306], [-7.690730, -0.081016, 0.324860], [-6.676762, 1.489072, 0.472033], [-5.469181, 1.329350, 5.961380], [-4.971877, 0.729180, 4.625959], [-5.152989, 1.674758, 3.417945], [-4.070575, 1.376572, 2.628953], [-3.035156, 0.908604, 3.384924], [-1.847949, 0.763632, 2.974583], [-3.547978, 0.538902, 4.614447], [-6.554576, 1.371382, 5.870573], [-5.101565, 2.327691, 6.198626], [-5.107019, 0.744574, 6.806944], [-5.606968, -0.154376, 4.562029], [-5.231508, 2.732282, 3.670091], [-6.094347, 1.468887, 2.908486], [-1.047131, -1.161197, -5.298438], [-1.490088, 0.256216, -4.868101], [-0.440938, 1.168428, -4.129316], [-0.649803, 2.423629, -4.697286], [-1.174889, 2.266094, -5.964098], [-1.269843, 3.149366, -6.852383], [-1.732943, 0.984554, -6.134011], [-0.506834, -1.068235, -6.240522], [-1.793898, -1.940978, -5.448069], [-0.368571, -1.435120, -4.490580], [-2.485734, 0.391085, -4.445511], [0.588627, 0.823656, -4.225323], [-0.686164, 1.184554, -3.067383], [0.524588, -4.481488, 2.767168], [-0.496394, -4.054580, 3.825992], [-1.587080, -3.088348, 3.368247], [-2.660360, -3.979606, 3.289186], [-2.462424, -5.090028, 4.173415], [-3.217505, -5.919740, 4.717140], [-1.178998, -5.231660, 4.249166], [1.180492, -3.610972, 2.776435], [0.189286, -4.574594, 1.734210], [1.175830, -5.276443, 3.130512], [-0.093746, -3.391006, 4.591269], [-1.576833, -2.822925, 2.311109], [-1.789215, -2.319668, 4.114156], [2.793622, -2.975069, -3.969365], [4.039084, -2.078381, -3.851407], [5.241577, -2.455517, -4.668271], [5.477637, -1.305204, -5.343735], [4.727218, -0.373866, -5.107449], [4.861680, 0.753279, -5.633710], [3.764544, -0.705675, -4.248220], [1.953846, -2.693515, -3.334069], [3.025441, -3.950085, -3.540762], [2.625490, -3.177204, -5.027182], [4.294180, -1.938441, -2.800960], [4.955982, -3.156624, -5.452496], [6.128318, -2.766729, -4.116070], [3.133398, -3.147853, 5.859596], [2.346687, -1.869735, 5.913816], [3.156170, -0.598592, 5.873665], [2.718398, 0.014613, 4.681185], [1.595943, -0.643164, 4.192012], [0.893350, -0.150612, 3.339060], [1.395665, -1.784029, 4.871647], [3.941033, -3.207892, 6.589138], [3.351720, -3.377252, 4.816610], [2.568320, -3.922881, 6.377391], [1.801149, -1.839187, 6.856975], [4.201811, -0.905123, 5.845894], [2.773395, -0.092717, 6.760040], [4.613593, 2.521945, -2.403170], [5.007286, 1.596230, -1.208375], [4.174772, 0.237206, -1.039700], [5.152280, -0.803022, -1.084697], [6.432716, -0.169348, -1.255229], [7.510842, -0.765842, -1.178854], [6.320398, 1.132770, -1.439583], [3.534529, 2.639101, -2.503152], [4.892537, 1.849343, -3.214274], [5.125622, 3.482924, -2.452872], [5.079833, 2.024879, -0.208831], [3.455797, 0.038081, -1.834387], [3.530345, 0.225520, -0.160679], [1.588049, 4.755421, -2.550459], [2.322599, 5.117201, -1.294735], [1.601736, 6.036892, -0.404684], [0.755689, 5.048891, 0.368792], [1.268657, 3.804572, 0.227615], [0.848728, 2.741712, 0.650288], [2.283973, 3.971710, -0.550962], [0.511269, 4.923879, -2.566907], [1.720334, 3.746725, -2.941786], [2.037457, 5.297084, -3.382772], [3.287270, 5.568291, -1.527209], [0.827218, 6.718540, -0.756230], [2.256617, 6.704249, 0.155554]], "forces_ev_per_a": [[-0.33, -0.07, 0.69], [-2.31, 0.82, 1.97], [-0.48, 0.15, -0.55], [0.80, -1.67, 0.29], [-0.27, -0.24, 0.21], [0.95, -0.92, -0.35], [1.35, -0.66, -0.54], [-0.30, 2.02, -1.43], [0.66, 0.84, 1.07], [-2.28, 1.45, -1.17], [0.31, -0.68, -0.82], [0.77, 0.49, -2.12], [-1.16, 0.44, 0.18], [0.55, -0.46, 0.27], [2.03, -2.15, 1.14], [1.09, -0.14, -0.19], [-0.36, -0.57, 0.62], [-0.28, 0.13, 0.22], [-0.75, 0.44, 0.03], [-0.26, 0.59, 0.17], [-0.36, -0.35, 0.61], [0.87, 0.20, -0.42], [-0.82, 2.06, 1.07], [-2.04, -0.46, 1.32], [2.72, 0.03, -0.99], [1.49, -1.19, -1.02], [-4.90, 0.35, 2.04], [1.14, -0.04, -1.13], [-0.03, -0.14, 0.44], [0.06, 0.20, -0.52], [-0.50, -0.43, -0.10], [0.96, -0.70, -0.69], [0.59, 0.12, 0.28], [0.20, -0.32, -0.32], [0.36, 0.89, 1.04], [-0.44, 0.31, -1.70], [-1.15, -2.11, 0.40], [-0.28, 0.77, -2.06], [-1.74, 1.62, -3.19], [0.74, -3.33, 3.92], [2.09, 2.57, 0.98], [0.21, 0.10, 0.17], [-0.30, 0.43, 0.33], [0.17, -0.69, -0.20], [0.26, -0.78, 0.85], [0.10, 0.03, -0.35], [0.05, 0.18, -0.01], [0.73, 1.72, 1.02], [0.94, 0.61, -1.51], [-0.54, -1.55, -1.30], [-3.56, -2.60, 2.19], [-2.61, -1.56, 0.12], [1.42, 3.58, -2.42], [2.04, 0.44, 1.49], [0.37, 0.15, -0.52], [-0.36, -0.40, 0.31], [-0.41, -0.34, -0.20], [0.85, -1.60, 0.77], [0.97, 1.16, 0.36], [0.07, 0.35, -0.39], [1.25, -0.36, 0.11], [-1.74, 0.03, 2.45], [-0.92, -2.03, 0.05], [5.65, -2.33, -2.86], [-2.89, 8.26, -1.03], [-0.78, -2.67, 1.67], [-0.44, -0.42, -0.14], [-0.10, 0.67, -0.63], [0.49, -0.18, -0.03], [-0.73, 0.29, 0.04], [0.09, -0.54, 0.03], [0.24, -0.70, 0.32], [-0.19, -0.08, 0.03], [-0.74, -0.74, 0.66], [0.14, -1.05, 1.89], [-0.73, -0.97, -0.03], [-1.04, -0.08, -1.00], [0.73, 1.78, 0.20], [0.90, -1.55, 0.99], [-0.35, 0.81, -1.08], [0.80, 0.89, -0.64], [0.47, -0.36, 0.30], [-0.72, -0.43, -0.94], [-0.33, -0.28, -0.09], [0.10, 0.92, 0.07], [1.03, 0.97, -0.22], [-0.10, -1.81, 0.73], [-1.52, -0.16, 0.38], [-0.41, 1.07, -1.03], [2.36, 1.60, 0.13], [1.76, -2.79, 0.93], [-3.42, 1.38, -0.50], [0.60, -0.55, -0.36], [0.10, 0.10, 0.36], [0.11, 0.61, -0.63], [0.10, -0.25, 0.14], [-0.42, 0.62, -0.17], [0.28, 0.35, -0.43], [0.72, -0.09, 0.45], [0.01, 0.51, -2.44], [-1.17, 1.05, -1.98], [-2.55, 0.61, 1.48], [-0.19, 0.55, 0.98], [-1.40, 1.65, 0.09], [1.17, 2.44, -0.67], [4.07, -4.28, 0.53], [0.05, 0.20, 0.35], [0.21, -0.31, 0.79], [-0.36, 0.56, -0.11], [0.45, -0.99, 0.35], [0.19, -0.26, -0.83], [0.05, -0.75, 0.97]], "lowdin_spin": [5.15, 0.01, 0.04, 0.00, 0.04, 0.00, 0.03, 0.00, 0.00, 0.00, 0.00, 0.00, 0.00, 0.00, 0.00, 0.00, 0.00, 0.00, 0.00, 0.00, 0.00, 0.00, 0.00, 0.00, 0.02, 0.06, 0.14, 0.02, 0.00, 0.00, 0.00, 0.00, 0.00, 0.00, 0.00, 0.00, 0.00, 0.00, 0.00, 0.00, 0.00, 0.00, 0.00, 0.00, 0.00, 0.00, 0.00, 0.00, 0.00, 0.00, 0.00, 0.00, 0.00, 0.00, 0.00, 0.00, 0.00, 0.00, 0.00, 0.00, 0.00, 0.00, 0.00, 0.00, 0.00, 0.00, 0.00, 0.00, 0.00, 0.00, 0.00, 0.00, 0.00, 0.00, 0.00, 0.00, 0.02, 0.03, 0.11, 0.01, 0.00, 0.00, 0.00, 0.00, 0.00, 0.00, 0.00, 0.00, 0.00, 0.00, 0.00, 0.00, 0.00, 0.00, 0.00, 0.00, 0.00, 0.00, 0.00, 0.00, 0.00, 0.00, 0.03, 0.05, 0.17, 0.02, 0.00, 0.00, 0.00, 0.00, 0.00, 0.00]}